Entry 1:
{
  "formula": "C6H12O",
  "method": "ωB97M-V/def2-TZVPD",
  "mol_weight_g_mol": 100.16,
  "multiplicity": 1,
  "e_tot_ha": -310.90520,
  "homo_energy_ev": -8.0348,
  "elements": ["C", "C", "C", "C", "C", "C", "O", "H", "H", "H", "H", "H", "H", "H", "H", "H", "H", "H", "H"],
  "positions_angstrom": [[-2.7299, 0.1603, -0.3148], [-1.4079, 0.5069, 0.3641], [-0.3810, -0.6132, 0.2135], [0.8577, -0.4746, 1.0674], [2.0534, -1.0067, 0.3582], [2.1020, 0.4541, -0.0706], [1.7950, 0.6262, -1.4189], [-2.5807, -0.0396, -1.3829], [-3.1639, -0.7428, 0.1307], [-3.4641, 0.9670, -0.2215], [-1.5580, 0.7196, 1.4290], [-0.9988, 1.4292, -0.0787], [-0.1873, -0.7968, -0.8569], [-0.8125, -1.5475, 0.6102], [1.3059, 0.9304, 0.6452], [1.8984, -1.6524, -0.5133], [2.8967, -1.3335, 0.9684], [3.0056, 0.9699, 0.2709], [1.3888, 1.4945, -1.5351]]
}



Entry 2:
{
  "formula": "C6H12O",
  "method": "ωB97M-V/def2-TZVPD",
  "mol_weight_g_mol": 100.16,
  "multiplicity": 1,
  "smiles": "CCC[C@@H](C)C=O",
  "e_tot_ha": -311.03575,
  "homo_energy_ev": -9.6984,
  "elements": ["C", "C", "C", "C", "C", "C", "O", "H", "H", "H", "H", "H", "H", "H", "H", "H", "H", "H", "H"],
  "positions_angstrom": [[0.1205, -0.7104, 2.4642], [-0.5258, 0.2626, 1.4707], [0.3375, 0.6024, 0.2316], [-0.3162, 0.2417, -1.1231], [0.3653, 0.8871, -2.3360], [-0.2514, -1.2689, -1.1821], [0.6060, -1.8833, -1.7713], [-0.4937, -0.8047, 3.3701], [1.1179, -0.3657, 2.7699], [0.2346, -1.7157, 2.0327], [-1.4981, -0.1477, 1.1575], [-0.7609, 1.2013, 1.9874], [0.5075, 1.6809, 0.1886], [1.3302, 0.1321, 0.3036], [-1.3676, 0.5576, -1.0545], [-0.3596, 1.0575, -3.1446], [0.8146, 1.8563, -2.0772], [1.1479, 0.2214, -2.7201], [-1.0088, -1.8043, -0.5677]]
}



Entry 3:
{
  "formula": "C6H12O",
  "method": "ωB97M-V/def2-TZVPD",
  "mol_weight_g_mol": 100.16,
  "multiplicity": 1,
  "smiles": "C=CCCC=O.C",
  "e_tot_ha": -311.00646,
  "homo_energy_ev": -9.7792,
  "elements": ["C", "C", "C", "C", "C", "O", "H", "H", "H", "H", "H", "H", "H", "H", "C", "H", "H", "H", "H"],
  "positions_angstrom": [[1.3213, 0.8610, 1.3140], [1.2937, -0.4052, 0.9114], [1.6333, -0.8603, -0.4858], [0.3927, -0.8994, -1.3949], [-0.7495, -1.6580, -0.7645], [-1.8992, -1.2897, -0.7664], [1.0349, 1.1480, 2.3221], [1.6170, 1.6637, 0.6406], [0.9620, -1.1743, 1.6100], [2.3686, -0.1811, -0.9305], [2.0999, -1.8531, -0.4517], [0.6415, -1.3965, -2.3434], [0.0386, 0.1097, -1.6283], [-0.4692, -2.6177, -0.2733], [-2.0584, 1.7125, 0.4492], [-2.8336, 0.9535, 0.5680], [-2.0590, 2.0667, -0.5851], [-2.2461, 2.5506, 1.1243], [-1.0888, 1.2696, 0.6843]]
}



Entry 4:
{
  "formula": "C6H12O",
  "method": "ωB97M-V/def2-TZVPD",
  "mol_weight_g_mol": 100.16,
  "multiplicity": 1,
  "e_tot_ha": -310.93135,
  "homo_energy_ev": -8.1875,
  "elements": ["C", "C", "C", "O", "C", "C", "C", "H", "H", "H", "H", "H", "H", "H", "H", "H", "H", "H", "H"],
  "positions_angstrom": [[-2.3293, 0.3480, 0.2552], [-1.0021, -0.3236, 0.5959], [-0.5530, -1.4092, -0.3714], [0.7470, -1.3814, -0.4044], [1.3829, -0.2950, 0.3788], [2.4701, 0.3174, -0.4791], [0.2098, 0.6083, 0.7397], [-3.1112, -0.3967, 0.0758], [-2.2302, 0.9557, -0.6501], [-2.6613, 1.0011, 1.0695], [-1.1385, -0.8989, 1.5303], [-1.1999, -1.0480, -2.1607], [-1.2038, -0.4336, -2.6219], [1.8106, -0.7842, 1.2628], [3.2169, -0.4316, -0.7600], [2.9740, 1.1219, 0.0678], [2.0365, 0.7384, -1.3934], [0.1228, 1.4294, 0.0157], [0.3132, 1.0403, 1.7396]]
}